# 1
DFT (the ωB97M-V functional and the def2-TZVPD basis) results for a cluster of 2 separate species, C3H2ClO2 in total at a distorted geometry.

largest force on an atom: 3.22 eV Å⁻¹
E_LUMO: 3.48 eV
highest occupied orbital energy: -3.20 eV
M: 105.5 g/mol
multiplicity: 1
total charge: -1
orbital gap: 6.672 eV

XYZ file:
```
8
Properties=species:S:1:pos:R:3:forces:R:3
C 0.097469 -0.525084 -0.527531 -3.11 -0.72 0.44
C -0.420171 -1.610891 0.138659 1.06 1.61 -0.93
C -4.245747 0.565149 -0.113544 0.52 0.56 -3.00
O -4.085744 0.729749 -1.262119 -0.25 -0.07 0.74
O -4.510957 0.509061 0.993294 -0.68 -0.09 2.16
Cl -2.246921 -1.209357 0.227121 -0.40 -0.70 0.45
H -0.557097 0.267846 -0.965899 0.51 -0.42 0.43
H 1.080965 -0.459912 -0.827746 2.34 -0.16 -0.29
```
Forces are in eV/Å.

=====

# 2
DFT (the ωB97M-V functional and the def2-TZVPD basis) results for a cluster of 2 separate species, Br2ClHNP in total at a distorted geometry.

largest force on an atom: 2.14 eV Å⁻¹
E_LUMO (spin up / spin down): -2.51 / -3.62 eV
highest occupied orbital energy (spin up / spin down): -10.40 / -9.20 eV
M: 241.2 g/mol
multiplicity: 1
orbital gap (spin up / spin down): 7.890 / 5.581 eV

XYZ file:
```
6
Properties=species:S:1:pos:R:3:forces:R:3
N 1.912631 0.228334 -0.778959 0.61 -1.19 -0.58
P 0.910174 1.372607 -0.545903 0.04 0.01 -0.79
Cl 1.052386 2.192663 1.347518 0.28 -0.21 -0.57
Br 4.744737 -2.658354 1.326626 -0.02 0.02 -0.01
Br 1.305830 2.993472 -2.106475 -0.17 0.08 0.42
H 2.191341 -0.293938 -1.658354 -0.73 1.30 1.54
```
Forces are in eV/Å.

=====

# 3
DFT (the ωB97M-V functional and the def2-TZVPD basis) results for the molecule C18H29NO3.

largest force on an atom: 0.65 eV Å⁻¹
E_LUMO: 0.77 eV
highest occupied orbital energy: -8.26 eV
M: 307.4 g/mol
multiplicity: 1
SMILES string: CC[C@@H](C(=O)OCCOCCN(CC)CC)c1ccccc1
orbital gap: 9.032 eV

XYZ file:
```
51
Properties=species:S:1:pos:R:3:forces:R:3
C -5.841413 -2.025420 -1.028822 0.23 -0.02 -0.03
C -4.351703 -1.984770 -0.713017 -0.23 0.02 0.10
C -4.074280 -1.143749 0.539408 0.22 -0.03 -0.18
C -2.612669 -1.166977 0.945025 -0.24 -0.12 0.43
O -2.225055 -1.169352 2.083595 0.08 -0.03 0.00
O -1.790988 -1.149917 -0.111373 0.00 -0.04 -0.44
C -0.397492 -1.123485 0.178509 0.62 -0.01 0.20
C 0.354924 -1.153823 -1.156613 -0.49 -0.02 0.02
O 1.722553 -1.423963 -1.017949 0.16 -0.08 0.10
C 2.490418 -0.362468 -0.487785 0.33 0.05 0.10
C 3.975473 -0.755699 -0.616824 -0.46 -0.02 -0.08
N 4.920299 0.169710 -0.045966 -0.15 0.12 -0.03
C 5.001803 0.139445 1.406832 0.35 -0.22 0.03
C 6.215342 -0.671634 1.858011 -0.28 0.20 0.09
C 4.920243 1.492841 -0.636992 0.26 0.08 0.02
C 6.310343 2.120285 -0.568784 -0.33 -0.03 -0.09
C -4.461754 0.306577 0.348893 -0.13 0.02 0.10
C -3.846345 1.084872 -0.624273 -0.01 0.00 -0.05
C -4.211705 2.407370 -0.800005 0.03 0.05 -0.05
C -5.195050 2.970373 -0.004163 -0.04 0.08 0.01
C -5.808333 2.203546 0.971023 -0.06 0.08 0.03
C -5.441577 0.880735 1.147735 0.03 -0.04 -0.04
H -6.022653 -2.625049 -1.917384 -0.09 -0.04 -0.07
H -6.397237 -2.461344 -0.201629 -0.12 -0.04 0.08
H -6.220648 -1.021486 -1.205710 -0.10 0.07 -0.03
H -3.984449 -2.999414 -0.544846 0.08 0.00 -0.06
H -3.806881 -1.568306 -1.560092 0.07 -0.05 0.02
H -4.640376 -1.548766 1.384179 0.15 0.06 -0.06
H -0.171018 -0.221890 0.758278 -0.02 -0.15 -0.04
H -0.129872 -1.998108 0.782018 -0.01 0.14 -0.08
H 0.194243 -0.204153 -1.688781 0.01 -0.09 -0.01
H -0.047858 -1.970010 -1.762204 -0.05 0.13 0.02
H 2.289169 0.562684 -1.048217 -0.01 -0.04 0.05
H 2.236789 -0.186440 0.566916 0.02 0.04 -0.08
H 4.202684 -0.878001 -1.679411 -0.04 -0.09 0.02
H 4.108137 -1.727191 -0.137014 -0.01 -0.06 -0.06
H 5.086293 1.159582 1.790893 -0.08 -0.01 0.00
H 4.096633 -0.298952 1.844435 -0.02 0.10 0.00
H 7.126232 -0.233497 1.460682 0.11 0.04 -0.05
H 6.140064 -1.692168 1.492835 0.02 -0.14 -0.03
H 6.275204 -0.691086 2.943531 0.07 -0.07 0.16
H 4.637472 1.387636 -1.686925 -0.07 0.03 0.01
H 4.190243 2.167427 -0.156133 -0.01 -0.04 -0.11
H 7.033379 1.457479 -1.035566 0.10 -0.06 -0.05
H 6.612750 2.290012 0.460853 0.08 0.04 0.13
H 6.315029 3.073732 -1.091339 0.06 0.15 0.00
H -3.073669 0.653798 -1.243667 0.05 -0.03 -0.07
H -3.725584 3.001850 -1.559947 0.04 0.04 -0.06
H -5.479329 4.003077 -0.141817 -0.03 0.08 -0.01
H -6.574587 2.635811 1.597584 -0.06 0.04 0.05
H -5.923215 0.288267 1.912008 -0.03 -0.08 0.08
```
Forces are in eV/Å.

=====

# 4
DFT (the ωB97M-V functional and the def2-TZVPD basis) results for a cluster of 2 separate species, C4H12NO2 in total at a distorted geometry.

largest force on an atom: 2.33 eV Å⁻¹
E_LUMO (spin up / spin down): -3.52 / -4.48 eV
highest occupied orbital energy (spin up / spin down): -14.40 / -12.07 eV
M: 106.1 g/mol
multiplicity: 1
total charge: +1
orbital gap (spin up / spin down): 10.887 / 7.596 eV

XYZ file:
```
19
Properties=species:S:1:pos:R:3:forces:R:3
C -1.674583 -0.019376 -0.327230 -1.10 0.01 -0.25
C 0.518762 -0.213272 -1.329906 0.93 0.15 -0.71
C 0.055297 -1.343739 0.745135 0.29 -0.74 0.72
C 0.216690 1.049812 0.696857 2.28 0.34 0.37
N -0.221658 -0.131747 -0.052827 -0.47 0.52 0.22
O 0.176375 2.172935 -0.033009 -0.67 -0.02 -0.27
O -0.113998 1.010872 1.992096 -0.76 -0.19 0.05
H -1.865690 0.862563 -0.937092 0.15 -0.04 0.05
H -2.015942 -0.902511 -0.863166 0.12 -0.03 0.01
H -2.223731 0.061397 0.609202 0.15 -0.01 0.04
H 1.590560 -0.278106 -1.094334 -0.42 -0.04 -0.11
H 0.203049 -1.091826 -1.884745 -0.15 -0.06 0.15
H 0.350796 0.680234 -1.926425 -0.12 -0.04 0.12
H -0.527580 -1.334865 1.663529 0.00 0.10 -0.13
H -0.197190 -2.227783 0.167266 -0.07 0.11 -0.18
H 1.116510 -1.363953 0.997955 -0.12 0.07 -0.08
H 2.903601 0.083262 0.280076 -0.14 0.17 0.20
H 0.402069 2.979569 0.450986 0.04 -0.22 0.05
H 0.108255 1.802874 2.501986 0.08 -0.07 -0.26
```
Forces are in eV/Å.

=====

# 5
DFT (the ωB97M-V functional and the def2-TZVPD basis) results for a cluster of 4 separate species, C3H17N2O3 in total at a distorted geometry.

largest force on an atom: 3.04 eV Å⁻¹
E_LUMO: -2.84 eV
highest occupied orbital energy: -13.26 eV
M: 129.2 g/mol
multiplicity: 1
total charge: +1
orbital gap: 10.417 eV

XYZ file:
```
25
Properties=species:S:1:pos:R:3:forces:R:3
C -1.845433 0.178432 0.844073 1.43 2.01 0.05
N -1.028248 0.541778 -0.310429 -0.45 -0.42 -0.41
C -0.948617 -0.646786 1.791708 -2.04 -0.52 1.13
N 0.075823 -1.572474 1.201095 -0.43 0.24 -3.00
C 1.279382 -1.775480 2.006712 0.60 0.96 1.28
H -2.069891 1.152737 1.350197 0.13 -0.96 0.14
H -2.842102 -0.208194 0.655893 0.23 -0.66 -0.39
H -0.821835 1.531832 -0.401881 -0.17 -0.45 -0.17
H -1.396895 0.220946 -1.194267 -0.08 0.22 -0.01
H -0.494767 -0.006541 2.540300 0.72 0.16 -0.41
H -1.699670 -1.171954 2.403442 0.70 -0.67 -0.04
H 0.440366 -1.174164 0.147160 -0.10 -0.09 2.64
H -0.269687 -2.489929 0.899219 -0.55 0.32 0.64
H 1.058610 -1.544937 3.046693 -0.29 -0.39 0.14
H 1.688449 -2.786567 1.965805 -0.05 0.32 -0.42
H 1.994081 -0.979535 1.764069 0.09 -0.67 -0.24
H 0.071644 -0.692640 -2.927475 -0.09 0.01 -1.18
H 0.373744 0.801955 -3.539246 -0.25 -0.52 -0.47
O 0.361959 0.206222 -2.790465 0.18 0.37 1.22
H 0.882365 3.349519 -1.315880 0.11 -0.04 -0.45
H -0.314202 3.380577 -0.460079 -0.35 0.33 -0.13
O -0.056158 3.128581 -1.355778 0.34 0.14 0.62
H 1.023298 -0.098705 -1.177654 0.93 0.50 0.09
H 2.126091 -0.002146 -0.012186 -0.05 0.44 -0.25
O 1.694048 -0.585838 -0.637775 -0.55 -0.64 -0.38
```
Forces are in eV/Å.

=====

The highest M belongs to which entry? C18H29NO3